No. 1
{"formula": "C28H24IrN6O4", "method": "ωB97M-V with the def2-TZVPD basis set", "species": ["Ir", "C", "C", "C", "C", "N", "C", "C", "C", "C", "C", "C", "N", "C", "C", "C", "C", "C", "N", "H", "H", "H", "H", "H", "H", "H", "H", "H", "H", "H", "O", "C", "O", "C", "C", "C", "C", "C", "N", "C", "O", "O", "H", "H", "H", "N", "C", "N", "C", "C", "C", "C", "C", "H", "H", "H", "H", "H", "H", "H", "H", "H", "H"], "coordinates": [[1.055451, -1.399422, 0.192609], [4.594515, -3.626887, 1.284141], [4.251303, -4.905087, 0.870303], [2.969565, -5.137928, 0.402404], [2.067428, -4.075923, 0.316898], [2.434179, -2.830911, 0.681813], [3.652974, -2.619675, 1.166728], [0.702495, -4.217522, -0.201752], [0.179368, -5.451759, -0.566495], [-1.078700, -5.498793, -1.139220], [-1.803207, -4.331180, -1.274826], [-1.287960, -3.112186, -0.807816], [-0.024326, -3.081444, -0.321857], [-2.151915, -1.919052, -0.833307], [-3.513168, -2.037027, -1.085235], [-4.357615, -0.920263, -1.109406], [-3.857970, 0.322789, -0.838871], [-2.488855, 0.493995, -0.538367], [-1.644299, -0.656671, -0.582127], [5.571968, -3.410845, 1.681698], [4.968684, -5.710696, 0.909648], [2.691903, -6.133894, 0.099677], [3.905086, -1.611471, 1.461014], [0.742786, -6.355520, -0.411357], [-1.491113, -6.440599, -1.464692], [-2.767640, -4.384806, -1.747866], [-3.966552, -2.998312, -1.234973], [-5.408572, -1.054181, -1.311561], [-4.521196, 1.166848, -0.765621], [-0.969955, 1.588534, 0.446305], [4.687816, 0.475062, -1.398639], [3.632629, 0.095672, -0.968569], [2.841322, -0.803666, -1.294793], [3.117079, 0.909340, 0.306268], [3.707876, 2.086174, 0.724225], [3.151752, 2.757682, 1.806928], [2.034583, 2.210600, 2.427407], [1.533161, 1.020895, 1.937811], [2.052940, 0.376677, 0.898320], [0.212900, 0.350941, 2.516996], [-0.586265, 1.141378, 2.956945], [0.202220, -0.882200, 2.359062], [4.582040, 2.461090, 0.214205], [3.574827, 3.687126, 2.157725], [1.561257, 2.683307, 3.273444], [-0.392958, -0.427873, -0.405010], [-1.907093, 1.676970, -0.089987], [-2.433898, 2.915542, -0.117185], [-3.164717, 3.473307, -1.222801], [-2.244197, 4.427949, -2.015392], [-1.657318, 5.489214, -1.097807], [-0.932562, 4.836943, 0.070754], [-1.919284, 3.904271, 0.792695], [-4.012414, 4.048587, -0.838250], [-3.526748, 2.690519, -1.887534], [-2.843174, 4.889505, -2.798241], [-1.446157, 3.851505, -2.487234], [-2.452309, 6.136699, -0.724953], [-0.962763, 6.112038, -1.661293], [-0.572482, 5.586852, 0.771891], [-0.076692, 4.257121, -0.282311], [-2.761060, 4.504259, 1.152835], [-1.454975, 3.406401, 1.644601]], "forces_ev_per_angstrom": [[1.988, 0.784, 1.727], [-0.206, -0.209, -0.116], [0.012, 0.256, 0.118], [-0.360, 0.401, -0.052], [0.591, -0.374, 0.105], [0.626, 0.012, 0.554], [0.595, -0.022, 0.205], [-0.418, -0.348, -0.200], [-0.178, 0.297, 0.020], [0.222, 0.136, 0.166], [0.148, 0.279, 0.151], [0.289, -0.623, -0.120], [0.497, 0.112, -0.077], [-1.122, -0.537, 0.088], [0.269, 0.559, 0.138], [0.036, -0.686, -0.089], [1.263, 0.502, 0.509], [-1.701, -1.596, -1.540], [1.089, 0.121, 0.048], [0.097, 0.079, 0.005], [0.031, -0.057, 0.049], [-0.052, -0.019, -0.059], [-0.127, 0.083, -0.030], [0.056, -0.053, -0.050], [-0.067, -0.058, -0.073], [-0.050, 0.054, -0.003], [0.055, -0.159, -0.055], [-0.080, -0.013, 0.010], [-0.043, 0.155, -0.030], [-0.238, -0.048, 0.429], [0.297, -0.663, -0.992], [0.568, 3.610, 3.437], [-3.067, -3.616, -1.115], [0.720, -0.933, -1.788], [-0.219, 0.037, 0.361], [-0.056, -0.247, -0.074], [0.245, -0.054, -0.298], [-1.778, -0.608, 1.070], [-0.299, -0.414, -0.182], [2.723, 3.665, -1.189], [-1.096, -0.346, 0.531], [-0.676, -4.020, -1.775], [0.017, -0.132, -0.173], [0.065, 0.050, 0.034], [-0.128, -0.035, 0.034], [-1.439, 3.756, -0.396], [-0.217, 3.136, 1.053], [1.311, -2.961, -0.319], [-0.912, 0.383, -1.063], [-0.099, -0.016, 0.325], [0.337, 0.021, -0.185], [-0.438, -0.034, -0.008], [1.094, 0.860, 0.783], [0.000, -0.171, 0.025], [0.002, 0.034, 0.130], [-0.037, -0.081, -0.079], [-0.008, -0.060, -0.047], [-0.026, 0.080, 0.019], [-0.063, 0.077, -0.009], [0.036, -0.036, 0.081], [0.070, -0.029, 0.029], [-0.040, -0.220, -0.020], [-0.110, -0.058, -0.027]], "mulliken_charge": [0.46, -1.01, -0.51, -0.98, 0.88, 0.17, 0.26, 0.97, -0.89, -0.87, -0.95, 1.36, -0.06, 0.97, -0.72, -1.08, -0.91, -0.07, 1.20, 0.44, 0.47, 0.33, 0.52, 0.39, 0.48, 0.33, 0.28, 0.48, 0.63, 0.62, -0.62, 0.37, -0.59, 0.32, -0.69, -0.48, -0.64, 0.45, 0.31, 0.31, -0.59, -0.66, 0.60, 0.51, 0.59, -1.18, 0.30, 0.26, -0.87, -0.72, -0.81, -0.40, -0.78, 0.32, 0.65, 0.38, 0.33, 0.33, 0.37, 0.38, 0.27, 0.41, 0.41], "charge": 2, "e_homo_ev": [-14.215, -14.233], "multiplicity": 2, "energy_ev": -49378.304, "e_above_lowest_kj_mol": 439.6, "s2": 0.839, "gap_ev": [6.508, 5.466], "lumo_ev": [-7.71, -8.77]}

No. 2
{"formula": "C28H24N10PPtS6", "method": "ωB97M-V with the def2-TZVPD basis set", "species": ["Pt", "S", "C", "C", "N", "C", "S", "C", "N", "N", "C", "C", "C", "C", "C", "C", "N", "C", "C", "C", "S", "C", "N", "H", "H", "H", "H", "H", "H", "H", "C", "N", "C", "N", "C", "N", "C", "P", "C", "C", "H", "H", "H", "H", "H", "H", "H", "H", "H", "H", "H", "H", "S", "C", "S", "C", "N", "N", "C", "C", "C", "C", "C", "C", "S", "H", "H", "H", "H", "H"], "coordinates": [[-0.344452, 0.210502, -1.431898], [1.316622, -1.512858, -1.450444], [2.743937, -0.648345, -1.234225], [3.959719, -1.405943, -1.334818], [4.915603, -2.037090, -1.419908], [2.803000, 0.701210, -0.871230], [1.458063, 1.687886, -0.634913], [4.089809, 1.294493, -0.638564], [5.111898, 1.793841, -0.478507], [-3.491781, -0.169825, 1.429572], [-2.738377, 0.610307, 2.293794], [-2.917539, 0.939712, 3.631992], [-1.962292, 1.759695, 4.191812], [-0.872808, 2.234068, 3.442643], [-0.696848, 1.892439, 2.119431], [-1.652323, 1.057954, 1.542092], [-1.759463, 0.544225, 0.249642], [-2.863974, -0.173907, 0.238934], [-3.304353, -0.904645, -0.943220], [-4.511842, -1.477583, -1.196544], [-4.489510, -2.217991, -2.730437], [-2.879077, -1.713972, -2.945406], [-2.380609, -1.039829, -1.950149], [-4.328793, -0.676884, 1.660270], [-3.759684, 0.576168, 4.203791], [-2.054446, 2.047417, 5.229996], [-0.156731, 2.891084, 3.916659], [0.146868, 2.260098, 1.555801], [-5.398444, -1.485002, -0.585420], [-2.324059, -1.961266, -3.836799], [1.904791, 0.629811, -6.249808], [1.703982, 1.901221, -5.558350], [0.520358, 2.558749, -6.106174], [-0.687953, 1.733843, -6.046357], [-0.421136, 0.462448, -6.717615], [0.739830, -0.255050, -6.192394], [0.509300, -0.739433, -4.836279], [0.166414, 0.659498, -3.683135], [1.612132, 1.726385, -4.114085], [-1.126819, 1.534975, -4.670260], [2.768169, 0.117380, -5.822910], [2.113125, 0.844806, -7.298742], [0.716973, 2.791445, -7.153684], [0.344809, 3.492821, -5.570085], [-0.237279, 0.671803, -7.772160], [-1.303936, -0.175786, -6.642335], [1.386468, -1.285469, -4.480498], [-0.328495, -1.441547, -4.831492], [2.531317, 1.272472, -3.737211], [1.499246, 2.695285, -3.621869], [-1.339857, 2.498906, -4.202218], [-2.051021, 0.951071, -4.651757], [3.626840, -3.011228, 5.299970], [2.313800, -2.751946, 4.385421], [2.095568, -3.180873, 2.716951], [0.531626, -2.411910, 2.685421], [0.200258, -1.885793, 3.887041], [1.146907, -2.087162, 4.775573], [0.948591, -1.540292, 6.092869], [0.744005, -0.177193, 6.207901], [0.537085, 0.361444, 7.467870], [0.536486, -0.463708, 8.583876], [0.739381, -1.829728, 8.445708], [0.948812, -2.381126, 7.191525], [-0.416325, -2.277634, 1.343381], [0.752775, 0.442106, 5.322276], [0.386500, 1.426575, 7.578652], [0.379630, -0.040508, 9.566404], [0.737620, -2.470529, 9.316231], [1.111912, -3.442091, 7.068406]], "forces_ev_per_angstrom": [[0.206, 0.294, -0.141], [-0.103, -0.039, -0.172], [0.094, 0.030, 0.166], [-0.115, 0.048, 0.051], [0.053, -0.030, -0.034], [0.053, -0.056, 0.054], [0.039, 0.006, -0.080], [-0.096, -0.017, -0.078], [0.041, 0.021, 0.038], [0.037, 0.145, -0.036], [-0.063, -0.062, 0.027], [0.004, 0.010, -0.034], [0.021, 0.010, -0.004], [-0.013, -0.005, 0.045], [-0.023, -0.044, -0.012], [0.076, 0.031, -0.057], [0.004, -0.114, 0.043], [-0.051, -0.118, -0.002], [0.041, 0.026, 0.060], [0.029, 0.019, 0.010], [-0.021, -0.008, 0.000], [0.057, 0.000, 0.028], [-0.078, -0.108, 0.017], [0.019, -0.034, 0.011], [-0.010, -0.012, 0.008], [-0.006, 0.008, 0.011], [0.025, 0.008, 0.018], [0.003, 0.012, 0.013], [-0.018, -0.012, 0.025], [0.013, 0.003, -0.031], [0.030, -0.003, -0.033], [0.005, 0.000, 0.007], [-0.006, 0.041, -0.026], [0.014, -0.007, 0.008], [-0.025, -0.008, -0.044], [-0.001, 0.014, 0.023], [0.018, -0.009, 0.012], [-0.119, -0.005, 0.071], [-0.024, 0.004, 0.053], [0.002, -0.019, 0.005], [0.004, 0.001, -0.007], [0.004, -0.006, 0.009], [0.000, 0.003, 0.012], [0.004, -0.002, -0.013], [-0.005, -0.006, 0.003], [-0.002, -0.002, -0.007], [-0.008, -0.006, -0.013], [0.005, 0.003, -0.009], [0.001, -0.006, 0.014], [0.018, -0.009, -0.012], [-0.006, -0.001, -0.005], [-0.003, 0.005, -0.007], [0.065, -0.046, 0.046], [-0.132, 0.129, -0.010], [0.107, -0.114, -0.092], [0.038, 0.245, 0.191], [0.020, -0.106, -0.147], [0.012, -0.026, 0.054], [-0.002, -0.028, -0.048], [-0.001, 0.000, 0.041], [0.008, -0.016, -0.010], [-0.003, 0.005, -0.006], [0.007, -0.016, -0.015], [0.001, 0.041, 0.023], [-0.223, -0.093, 0.000], [-0.015, 0.030, -0.040], [-0.005, 0.014, 0.006], [-0.002, 0.007, 0.014], [-0.005, -0.005, 0.013], [0.000, -0.017, -0.005]], "mulliken_charge": [0.93, -0.34, 0.92, -0.41, -0.38, 0.68, -0.42, -0.19, -0.37, 0.03, 0.87, -1.11, -0.43, -1.01, -0.67, 0.79, -0.05, 0.29, -0.21, -0.49, -0.13, -0.21, 0.06, 0.22, 0.42, 0.46, 0.48, 0.17, 0.40, 0.30, -0.93, 0.13, -0.93, 0.10, -0.92, 0.12, -0.96, 1.24, -1.10, -0.97, 0.40, 0.31, 0.31, 0.39, 0.31, 0.39, 0.50, 0.25, 0.42, 0.46, 0.45, 0.38, -0.21, 0.21, -0.04, 0.09, -0.72, 0.77, 0.21, -0.32, -0.65, -0.48, -0.59, -0.23, -0.13, 0.46, 0.40, 0.40, 0.38, 0.47], "charge": 1, "e_homo_ev": [-10.068, -10.832], "multiplicity": 5, "energy_ev": -121865.918, "s2": 6.075, "gap_ev": [7.031, 5.459], "lumo_ev": [-3.04, -5.37]}